{"formula": "C31H55Cl4N5O5", "method": "ωB97M-V/def2-TZVPD", "max_force_ev_per_a": 4.45, "total_charge": 0, "relative_energy_kj_mol": 308.24, "homo_ev": -8.0854, "e_tot_ev": -100809.9432, "lumo_ev": -0.17, "homo_lumo_gap_ev": 7.912, "symbols": ["N", "C", "C", "C", "C", "H", "H", "H", "H", "H", "N", "C", "C", "C", "C", "H", "H", "H", "H", "H", "N", "C", "C", "C", "C", "H", "H", "H", "H", "H", "N", "C", "C", "C", "C", "H", "H", "H", "H", "H", "N", "C", "C", "C", "C", "H", "H", "H", "H", "H", "C", "Cl", "Cl", "Cl", "Cl", "C", "C", "O", "H", "H", "H", "H", "H", "H", "C", "C", "O", "H", "H", "H", "H", "H", "H", "C", "C", "O", "H", "H", "H", "H", "H", "H", "C", "C", "O", "H", "H", "H", "H", "H", "H", "C", "C", "O", "H", "H", "H", "H", "H", "H"], "positions_angstrom": [[4.796631, 2.117536, -4.292866], [4.067824, 3.139264, -3.697696], [4.481811, 4.335818, -4.315081], [5.410530, 4.043894, -5.324708], [5.568279, 2.678913, -5.302194], [4.711337, 1.174977, -3.940151], [3.418947, 3.026800, -2.841716], [4.155801, 5.308124, -3.976370], [5.876916, 4.702167, -6.042728], [6.106109, 2.080954, -6.023026], [-4.031391, -4.533423, -3.980304], [-3.084811, -5.503588, -4.156902], [-3.148136, -6.405902, -3.107483], [-4.194331, -6.026923, -2.327660], [-4.668823, -4.898246, -2.822756], [-4.225813, -3.716401, -4.541352], [-2.364661, -5.317029, -4.939831], [-2.482307, -7.198734, -2.800102], [-4.513340, -6.515007, -1.418581], [-5.579379, -4.382725, -2.555312], [2.485607, -2.642588, -2.808257], [3.820811, -2.826936, -2.382095], [4.545125, -3.528881, -3.389824], [3.620676, -3.746739, -4.460293], [2.405447, -3.186565, -4.098064], [1.696056, -2.374863, -2.238152], [4.187946, -2.451774, -1.438243], [5.570154, -3.839422, -3.251003], [3.611679, -4.288030, -5.394810], [1.510177, -3.120948, -4.698554], [-1.457020, -1.186917, -0.257453], [-0.766796, -0.026168, 0.122585], [0.216242, -0.348815, 1.096930], [0.018984, -1.727839, 1.433371], [-0.982230, -2.204303, 0.523618], [-2.209370, -1.216983, -0.930632], [-1.016732, 0.849337, -0.458298], [1.046203, 0.228036, 1.477469], [0.650190, -2.239873, 2.144584], [-1.404149, -3.187406, 0.375640], [-2.409500, -0.457894, 5.833907], [-3.333749, -0.915354, 6.740900], [-3.161514, -0.159168, 7.893928], [-2.313461, 0.891940, 7.594014], [-1.766238, 0.663359, 6.336896], [-2.340287, -0.738176, 4.866050], [-3.987725, -1.764194, 6.606030], [-3.668597, -0.350959, 8.827998], [-2.158252, 1.821660, 8.121206], [-1.128002, 1.238447, 5.682442], [0.212930, -7.665001, 3.844497], [0.111971, -9.111224, 4.960737], [1.910966, -7.357089, 3.553010], [-0.569338, -7.961268, 2.191888], [-0.358277, -6.142118, 4.513470], [-2.076564, 2.017253, -6.131280], [-2.234637, 0.501889, -6.172804], [-3.055127, 0.202311, -5.032489], [-1.484031, 2.469534, -6.926561], [-1.485099, 2.050808, -5.216326], [-3.097758, 2.395367, -6.083520], [-1.216134, 0.113707, -6.164421], [-2.751921, 0.015000, -6.999505], [-3.973279, 0.242848, -5.309908], [4.050870, 6.773373, 2.255866], [4.196980, 5.240364, 2.100213], [3.585164, 4.449553, 3.085646], [4.948675, 7.200608, 2.702513], [3.159107, 7.126047, 2.774020], [4.078664, 7.241450, 1.271875], [5.263436, 5.034736, 2.192343], [3.881126, 4.867675, 1.125817], [4.241971, 4.218261, 3.746464], [-7.472042, -1.270142, 2.939599], [-6.482414, -0.470416, 2.078498], [-6.700716, -0.227873, 0.716304], [-8.435131, -0.762214, 2.990201], [-7.129099, -1.450628, 3.958384], [-7.682682, -2.254675, 2.521935], [-5.554789, -1.040388, 2.130966], [-6.417520, 0.503874, 2.562886], [-7.354730, 0.471753, 0.649974], [-2.868274, 5.994928, -0.332637], [-2.279880, 7.448481, -0.309488], [-3.233317, 8.161604, -1.096962], [-2.047807, 5.305341, -0.134085], [-3.203809, 5.818936, -1.354663], [-3.617673, 5.856229, 0.446628], [-1.248200, 7.574547, -0.637895], [-2.337251, 7.836859, 0.707356], [-3.389363, 8.944239, -0.563346], [6.341906, -2.597980, 4.243463], [6.249895, -1.119994, 3.731979], [7.440669, -0.424153, 3.678285], [7.221224, -3.163313, 3.934748], [5.508400, -3.213349, 3.904806], [6.366137, -2.726238, 5.325618], [5.595685, -0.535427, 4.378821], [5.777089, -1.043091, 2.752878], [8.031128, -0.813449, 3.029128]], "atomic_forces_ev_per_a": [[-0.7897, 1.3836, 0.0948], [1.5156, 1.3395, -0.9950], [-1.1059, -0.5981, 1.4160], [-0.1618, -0.9420, 0.0453], [0.0928, -0.7710, -0.0596], [0.3775, 0.0331, -0.6636], [0.1229, -0.2967, -0.1450], [-0.0754, -0.0033, -0.1994], [-0.0587, 0.0013, 0.1773], [0.0668, -0.1831, 0.3366], [-0.0016, -1.2421, 1.1391], [1.3977, 0.3216, -0.6595], [1.9932, -0.4756, -1.6709], [-0.6301, -0.8908, 2.4086], [-3.1647, 3.0288, -0.7560], [0.1611, -0.3948, 0.1293], [0.1155, -0.5334, 0.0385], [0.1600, -0.0357, -0.7246], [-0.1351, 0.0827, -0.1052], [0.1344, 0.1786, 0.2240], [2.1417, -0.8292, -1.2477], [-0.2528, -0.9244, -1.6049], [-1.8413, 1.1411, 1.4361], [-1.3217, 0.5465, 0.5325], [0.4420, 0.0864, 1.0206], [0.3181, 0.1597, -0.1044], [-0.2477, -0.1098, -0.0059], [-0.0868, 0.0492, -0.2887], [0.8792, 0.0195, 0.0369], [-0.0655, -0.0893, 0.2789], [1.8305, 1.0973, 1.8914], [0.7008, -0.7399, -0.1626], [-1.9235, -0.5482, -1.2372], [-1.2846, 0.3532, -2.4998], [0.7521, -0.2941, 1.2894], [0.1993, -0.1154, 0.2546], [0.3746, 0.2449, 0.3539], [-0.4375, 0.4202, -0.0156], [-0.3560, -0.3967, -0.1753], [0.1351, -0.0444, 0.2648], [-0.1563, 0.4168, -0.1783], [0.9484, 0.0663, 0.9721], [-1.6496, -0.8637, -0.4078], [1.7593, 1.0764, -0.9773], [-1.3628, -0.4450, -0.0001], [0.0025, -0.0830, 0.2715], [0.3222, -0.0173, -0.2885], [-0.1226, 0.1856, -0.1152], [0.2616, -0.3458, 0.4164], [0.0101, 0.0024, 0.2587], [0.3259, -0.3002, -0.7092], [-0.4848, 1.2729, -0.9615], [0.7073, -0.3998, -0.2768], [0.3049, -0.0560, 1.6271], [-0.8553, -0.4983, 0.3122], [0.0535, -1.0231, -0.3636], [-0.6620, 0.2998, -0.5500], [0.7939, -0.7714, 0.5369], [-0.1842, -0.1116, -0.1516], [-0.4454, 1.0706, 0.2399], [0.4003, 0.6943, 0.2680], [-0.2508, -0.7426, 0.7274], [0.2302, 0.5203, -0.6096], [0.0643, 0.0404, -0.0738], [0.3434, -0.1121, -0.5698], [1.0009, 0.4795, 0.1256], [-0.7332, -0.1734, 0.5618], [-0.1565, -0.1149, 0.5773], [0.0198, -0.2959, 0.0319], [-0.3420, -0.0955, -0.2257], [0.2341, 0.0330, -0.5442], [-0.2402, 0.2186, 0.0103], [-0.1260, 0.0484, 0.0242], [-0.9112, -0.2329, -1.0413], [0.4877, -0.1774, 1.5052], [-0.7564, -0.4589, -0.4449], [-0.0935, 0.0947, 0.1366], [0.3223, 0.3639, -0.0786], [0.0993, -0.0808, -0.1819], [0.3186, 0.4616, -0.0018], [0.6594, 0.0300, 0.2754], [-0.1016, -0.0036, -0.1727], [2.0656, 0.7070, 0.1287], [-1.7324, -1.3877, 0.4290], [0.4728, 0.9646, 0.2732], [-0.0704, -0.3177, 0.0859], [-0.3340, -0.1108, 0.2534], [-0.1866, 0.1171, -0.4070], [-0.0799, -0.2632, -0.4296], [0.2335, -0.0783, 0.1993], [-0.3656, 0.3631, -0.5320], [-0.0655, 0.0515, -0.0509], [-1.0109, -1.1241, 0.1858], [1.3778, 0.6186, 0.3825], [0.2771, 0.4272, -0.5075], [-0.2541, 0.2602, -0.1352], [-0.1142, 0.5762, 0.1384], [0.0237, -0.1542, 0.2412], [-0.2101, -0.5449, -0.2265], [-0.0323, -0.1061, -0.0307]]}